77
Properties=species:S:1:pos:R:3:forces:R:3:lowdin_charge:R:1 method="wB97M-V/def2-TZVPD" homo_lumo_gap_ev=7.4 de_lowest_kj_mol=71.2 fmax_ev_per_a=3.12 e_tot_ha=-2829.55578
Sn 3.24446 0.80543 3.64552 -0.40 -1.16 1.13 1.187
C 2.18753 -3.88984 2.47663 0.01 0.51 -0.96 -0.125
C 2.19613 -2.92862 1.54680 1.20 -0.05 0.56 -0.113
C 1.13189 -2.00512 1.02815 -0.19 1.19 -0.72 -0.202
C 0.38882 -0.91227 1.87483 -0.13 -0.45 -0.75 -0.183
C -0.57186 -1.35427 2.92422 0.42 0.87 1.01 -0.136
C -0.63761 -2.55507 3.49008 -1.23 -0.57 -0.06 -0.082
C -0.39098 -3.88171 2.78976 0.63 -0.71 0.34 -0.186
C 0.97400 -4.57940 2.98786 -0.23 0.08 0.55 -0.193
C 1.74271 0.94773 5.25786 0.39 0.40 -0.62 -0.339
H 3.16574 -4.27454 2.80619 -0.57 -0.12 -0.35 0.097
H 3.18107 -2.72867 1.07474 -0.53 0.09 0.65 0.109
H 0.39048 -2.53929 0.40898 0.23 0.34 0.19 0.105
H 1.69928 -1.31803 0.37403 -0.27 -0.58 -0.20 0.081
H 1.12337 -0.22859 2.36341 -0.16 -0.47 -0.07 0.043
H -0.10821 -0.23232 1.14400 0.17 -0.45 0.28 0.098
H -1.10195 -0.51166 3.40562 0.46 -0.45 0.07 0.105
H -1.17076 -2.65306 4.46424 0.29 0.17 -0.89 0.115
H -0.58562 -3.87195 1.70687 -0.18 0.35 0.48 0.107
H -1.10831 -4.58926 3.24244 0.07 0.30 -0.39 0.111
H 1.11120 -4.78723 4.05705 -0.05 -0.27 -0.19 0.114
H 0.91772 -5.52483 2.41217 0.04 0.12 0.59 0.121
H 2.39490 1.04726 6.14889 -0.60 -0.15 -0.26 -0.007
H 1.09357 0.04932 5.29092 0.48 0.55 0.06 0.004
H 1.16999 1.87396 5.09158 -0.01 -0.35 0.35 -0.022
P -2.02295 2.11574 -0.84345 -2.60 1.58 -0.67 1.080
P 0.78831 1.25062 -2.57534 -0.41 -1.08 -2.29 1.062
N -3.50438 1.30126 -0.45559 -0.56 -1.03 0.23 -0.290
N -2.84858 3.71734 -1.15272 0.83 0.32 0.01 -0.241
N 0.39233 -0.39231 -3.13246 -0.43 -0.47 0.36 -0.260
N 1.88949 1.65867 -3.88497 0.39 0.87 -0.42 -0.281
C -2.01197 1.61738 -2.60399 0.58 -0.21 -0.47 -0.424
C -0.72520 2.02782 -3.32629 0.22 0.22 0.24 -0.402
C -3.75805 0.58100 0.72164 -0.85 -0.07 -0.62 -0.138
C -5.04528 0.05800 0.65283 0.84 0.61 -0.44 -0.091
C -5.60664 0.46402 -0.61104 1.27 0.43 0.01 -0.080
C -4.63612 1.19934 -1.27777 -0.44 -0.78 1.00 -0.142
C -2.57722 4.86878 -0.40869 -0.72 0.31 -0.79 -0.158
C -3.30992 5.93343 -0.93294 0.35 -1.09 -0.03 -0.101
C -4.05669 5.42756 -2.05185 0.94 -1.15 0.63 -0.086
C -3.74454 4.07464 -2.16306 0.06 1.09 0.27 -0.163
C 0.53693 -1.51307 -2.30449 -0.45 -0.20 -0.92 -0.145
C 0.00533 -2.62986 -2.93810 0.26 1.06 -0.06 -0.084
C -0.48716 -2.19801 -4.22260 0.51 1.56 0.94 -0.072
C -0.27768 -0.81513 -4.29052 0.05 -1.31 0.44 -0.171
C 1.93815 1.19328 -5.20685 0.98 0.95 -0.03 -0.131
C 2.89380 1.92615 -5.90661 -0.75 -0.19 1.50 -0.084
C 3.41438 2.91594 -4.99898 -0.50 -0.39 0.20 -0.103
C 2.76354 2.76061 -3.79026 -0.03 -0.80 -0.59 -0.159
H -2.83927 2.03882 -3.17988 0.09 -0.20 0.38 0.053
H -2.14368 0.52704 -2.59761 0.18 0.09 -0.13 0.085
H -0.81093 1.79115 -4.39753 0.25 0.06 0.38 0.075
H -0.54103 3.11311 -3.26616 -0.23 -0.17 0.03 0.084
H -2.97979 0.48895 1.47359 -0.28 0.06 -0.13 0.087
H -5.53317 -0.55974 1.39491 0.15 0.15 -0.04 0.090
H -6.59425 0.24093 -0.99195 0.17 -0.01 0.06 0.092
H -4.66138 1.59568 -2.28299 -0.04 -0.04 0.43 0.083
H -1.87556 4.82105 0.41498 -0.18 0.06 -0.11 0.091
H -3.29636 6.95533 -0.58493 0.02 -0.12 0.07 0.086
H -4.71075 5.97662 -2.71157 0.01 -0.05 0.09 0.090
H -4.09573 3.38886 -2.92080 0.07 0.20 0.29 0.081
H 0.99423 -1.39128 -1.33519 -0.07 -0.10 -0.28 0.051
H -0.05105 -3.62944 -2.52294 0.12 0.21 -0.11 0.092
H -0.93352 -2.81227 -4.98826 -0.06 0.09 0.04 0.091
H -0.56224 -0.12689 -5.07406 0.08 -0.18 0.19 0.093
H 1.29955 0.40472 -5.56249 0.27 -0.05 0.16 0.076
H 3.19383 1.75163 -6.92532 -0.03 0.04 -0.04 0.088
H 4.19394 3.63374 -5.22571 -0.24 -0.05 0.12 0.091
H 2.81549 3.32626 -2.86591 0.16 -0.19 -0.19 0.095
C 5.29302 -2.85241 4.73571 -0.02 0.15 -0.22 -0.129
S 3.96344 -1.77962 5.27863 -1.82 -0.54 -0.39 0.479
O 3.13689 -2.67812 6.08996 0.97 1.65 -0.63 -0.329
O 4.54412 -0.53776 5.84314 -0.63 -1.07 -0.66 -0.412
O 3.14698 -1.36391 3.99316 1.70 0.03 1.40 -0.617
H 5.49721 -3.58029 5.53230 -0.04 0.53 -0.09 0.075
H 6.15729 -2.22748 4.50453 -0.04 -0.24 -0.05 0.066
H 4.94528 -3.41583 3.86370 0.07 0.31 0.11 0.048